# 1
Computed, not measured: C5H6O3 in the gas phase in a non-equilibrium geometry, with the ωB97M-V functional and the def2-TZVPD basis.

For the gap between HOMO and LUMO, the calculation gives 0.2922 Eh. The max |F| comes out at 3.609 eV Å⁻¹. Its HOMO energy is -8.20 eV. Its total charge is 0. Its energy above the lowest of the compared OMol25 structures with the same formula, charge and spin is 86.8 kcal per mole. The spin multiplicity is 1. The structure (SMILES) is C/C(=C/O)C(=O)C=O.

Last column: natural (NBO) charge in e.
Cartesian coordinates (Å):
C1 -0.41213 0.03335 -1.70106  -0.6427
C2 -1.23988 0.20878 0.62560  0.4982
C3 -0.27662 -0.40118 -0.26611  -0.1012
C4 0.13185 1.19762 1.11021  0.3060
C5 0.96991 -0.63999 0.29480  0.0970
O1 1.09389 -1.28185 1.50690  -0.7210
O2 -2.41661 0.28295 0.76254  -0.4759
O3 0.45093 2.24133 0.61583  -0.5571
H1 0.95474 -2.23437 1.41224  0.4887
H2 0.24008 0.83083 2.13803  0.1981
H3 1.84610 -0.68263 -0.34240  0.1842
H4 -1.45604 -0.01881 -2.00817  0.2404
H5 0.19347 -0.60674 -2.34161  0.2323
H6 -0.07967 1.07071 -1.80679  0.2527

Atomic forces in eV per Å
0.113 -0.007 0.138
1.098 1.913 0.250
1.621 -0.442 -0.027
-3.535 0.540 0.487
-0.958 -1.772 -1.170
0.085 -0.031 0.644
0.011 -0.326 0.112
0.222 -0.176 -0.110
-0.030 0.254 -0.106
1.273 -0.280 -0.201
0.101 0.220 -0.002
0.031 -0.025 0.010
-0.023 0.101 -0.021
-0.010 0.031 -0.004

=====

# 2
Computed, not measured: 3 unconnected molecules or ions with the total composition C5H16NO2 in a non-equilibrium geometry, with the ωB97M-V functional and the def2-TZVPD basis.

For the gap between HOMO and LUMO, the calculation gives 0.3959 Eh. The max |F| comes out at 3.059 eV Å⁻¹. Its HOMO energy is -13.89 eV. Its total charge is +1. Its energy above the lowest of the compared OMol25 structures with the same formula, charge and spin is 38.4 kcal per mole. The spin multiplicity is 1.

Last column: natural (NBO) charge in e.
Cartesian coordinates (Å):
C1 -1.90639 -2.53110 0.18949  -0.6340
C2 -1.31131 -1.50688 1.10832  -0.4117
C3 -1.69910 -0.03000 0.78742  -0.4404
C4 -0.95827 0.34531 -0.42751  -0.1152
C5 -0.51944 1.59679 -0.58826  -0.1076
N1 0.17528 2.21012 -1.73282  -0.7087
H1 -2.39898 -2.12183 -0.72899  0.2006
H2 -1.22608 -3.24036 -0.31008  0.2258
H3 -2.65113 -3.07202 0.76507  0.2338
H4 -1.69918 -1.74628 2.12021  0.2246
H5 -0.22822 -1.66742 1.25272  0.2092
H6 -2.71826 -0.10656 0.30843  0.2378
H7 -1.74147 0.67110 1.61864  0.2435
H8 -0.77626 -0.34456 -1.23974  0.2186
H9 -0.66856 2.32384 0.20961  0.2148
H10 -0.13537 3.21392 -1.79446  0.4444
H11 1.21018 2.10963 -1.74762  0.4803
H12 -0.24662 1.77030 -2.56220  0.4335
H13 2.11325 0.48206 -0.45853  0.5231
H14 3.27316 1.57353 -0.85087  0.5136
O1 2.34249 1.39621 -0.67160  -0.9896
H15 2.77222 -0.86037 2.18263  0.4768
H16 2.32665 -2.14124 1.63295  0.4775
O2 2.65552 -1.28615 1.32023  -0.9507

Atomic forces in eV per Å
-0.607 -0.527 -1.922
0.302 0.404 2.127
-1.177 -2.216 -1.552
1.479 2.534 -0.866
-0.110 0.279 1.607
-2.211 0.569 -1.360
-0.007 0.132 0.895
0.123 0.106 0.825
-0.144 -0.339 -0.440
0.134 0.354 -0.441
-0.245 0.532 -0.410
0.345 0.076 1.115
0.397 0.012 -0.212
-0.258 -0.541 0.100
0.143 -0.151 -0.202
0.682 -1.090 0.102
0.001 -0.233 0.690
0.541 0.187 -0.087
0.916 -0.102 0.181
-0.003 -0.824 0.294
-0.250 0.722 -0.318
0.208 0.367 -0.330
0.069 -0.125 -0.549
-0.327 -0.125 0.753

=====

# 3
Computed, not measured: C2H8N2S2 in the gas phase in a non-equilibrium geometry, with the ωB97M-V functional and the def2-TZVPD basis.

For the gap between HOMO and LUMO, the calculation gives 0.3164 Eh. The max |F| comes out at 5.381 eV Å⁻¹. Its HOMO energy is -7.92 eV. Its total charge is 0. Its energy above the lowest of the compared OMol25 structures with the same formula, charge and spin is 66.5 kcal per mole. The spin multiplicity is 1. The structure (SMILES) is CN(N)C(S)S.

Last column: natural (NBO) charge in e.
Cartesian coordinates (Å):
C1 0.68497 0.65421 1.20225  -0.4479
C2 -0.52164 -0.87572 -0.55663  -0.4220
N1 0.01127 1.68779 -0.73556  -0.6407
N2 -0.30743 0.76908 0.18285  -0.2493
S1 -1.31205 -1.93603 0.69252  -0.0008
S2 0.86429 -1.45350 -1.46718  0.0444
H1 1.70184 0.92420 0.78128  0.1631
H2 0.25124 1.38890 1.89092  0.2228
H3 0.71594 -0.31104 1.64365  0.2093
H4 -1.23637 -0.57982 -1.25718  0.1982
H5 0.97065 1.44553 -1.10807  0.3231
H6 -0.78346 1.72895 -1.40259  0.3638
H7 -2.41782 -1.25043 0.74104  0.1329
H8 1.37858 -2.19213 -0.60729  0.1033

Atomic forces in eV per Å
0.409 1.963 -0.539
0.342 2.485 2.421
0.861 0.437 -1.423
-2.026 -4.980 -0.231
1.508 -0.528 -0.609
-0.973 1.598 -2.282
-0.741 -0.137 0.738
1.298 -0.019 0.634
-0.144 -0.789 0.387
-1.154 0.302 -1.179
-1.248 0.616 -0.534
1.352 0.193 0.193
-0.847 0.674 0.048
1.362 -1.815 2.376

=====

# 4
Computed, not measured: a molecular structure, C34H26N5O4S4SbSe4Tc in a non-equilibrium geometry, with the ωB97M-V functional and the def2-TZVPD basis.

For the gap between HOMO and LUMO (alpha / beta), the calculation gives 0.2131 / 0.2172 Eh. The max |F| comes out at 2.311 eV Å⁻¹. Its HOMO energy (alpha / beta) is -1.88 / -1.99 eV. Its total charge is -2. Its energy above the lowest of the compared OMol25 structures with the same formula, charge and spin is 0.0 kcal per mole. The spin multiplicity is 2.

Last column: Mulliken spin population.
Cartesian coordinates (Å):
Tc1 -0.35171 -0.02855 0.32418  0.8685
S1 3.09029 -1.95009 2.50379  0.0044
C1 2.71523 -0.49936 3.34089  -0.0092
C2 1.57198 0.07459 2.88921  0.0331
C3 0.95941 -0.65185 1.81365  -0.0709
C4 1.69428 -1.75021 1.51438  -0.0080
C5 1.29516 -2.60107 0.42127  0.0356
C6 1.87783 -3.83124 0.12031  -0.0027
C7 1.40806 -4.55645 -0.95519  0.0086
C8 0.38136 -4.03158 -1.72154  -0.0041
C9 -0.16144 -2.81010 -1.34629  0.0253
N1 0.26276 -2.11688 -0.29274  -0.0505
H1 3.35572 -0.16403 4.14289  -0.0002
H2 1.14309 0.96850 3.31704  0.0018
H3 2.68501 -4.19696 0.74135  -0.0002
H4 1.83381 -5.52508 -1.19148  0.0008
H5 -0.00944 -4.54968 -2.58645  -0.0003
H6 -0.97489 -2.36672 -1.90323  0.0027
Se1 -5.56113 1.44140 1.22731  0.0110
Sb1 -4.01320 -0.39577 1.44584  0.0116
Se2 -1.69842 0.29520 2.22130  0.0801
Se3 -2.40200 -0.83776 -0.49153  0.0003
Se4 -5.04614 -2.33690 2.50092  0.0007
O1 0.11083 1.91844 0.82406  0.0351
C10 0.26219 3.03235 0.01866  0.0060
C11 0.12654 4.25309 0.94922  0.0024
C12 0.29847 4.26304 2.29548  0.0086
C13 0.19689 5.57288 2.86133  0.0000
C14 -0.04626 6.52950 1.92301  0.0007
S2 -0.16726 5.84306 0.35913  0.0003
C15 -0.85539 3.10210 -1.01760  -0.0039
C16 -2.11397 2.66236 -0.76556  -0.0159
C17 -3.00921 2.84159 -1.86031  -0.0026
C18 -2.41827 3.44089 -2.92583  0.0014
S3 -0.77025 3.77087 -2.61126  -0.0008
C19 1.70705 3.06342 -0.52105  -0.0028
C20 2.27720 3.39173 -1.72109  0.0010
C21 3.70035 3.26229 -1.72216  -0.0016
C22 4.17465 2.85731 -0.51109  0.0006
S4 2.91456 2.60982 0.61098  -0.0004
H7 0.48219 3.35749 2.85405  -0.0005
H8 0.29895 5.78118 3.91877  0.0000
H9 -0.18349 7.59103 2.06546  0.0002
H10 -2.41366 2.26322 0.19365  0.0079
H11 -4.03524 2.50391 -1.82490  -0.0009
H12 -2.83692 3.68636 -3.88994  0.0000
H13 1.72377 3.71594 -2.58762  0.0001
H14 4.32082 3.44526 -2.59006  -0.0002
H15 5.19746 2.65172 -0.23157  0.0002
C23 -3.47733 -5.41377 3.58718  -0.0004
N2 -2.32943 -4.53955 3.52822  0.0021
C24 -1.82486 -3.79010 4.66344  0.0021
C25 -0.89708 -2.77339 3.96645  0.0027
O2 -0.16304 -2.04004 4.58756  -0.0068
N3 -1.09225 -2.85708 2.59638  -0.0158
C26 -1.95638 -3.82313 2.42926  -0.0040
N4 -2.39963 -4.16534 1.18804  -0.0022
H16 -3.52866 -5.84321 4.58741  -0.0001
H17 -3.36446 -6.23464 2.87348  -0.0003
H18 -4.40844 -4.88003 3.38346  0.0004
H19 -1.28410 -4.41113 5.37753  -0.0001
H20 -2.62444 -3.23915 5.16912  -0.0004
H21 -2.25091 -3.39795 0.53682  -0.0024
H22 -3.35668 -4.49025 1.17036  -0.0003
O3 2.01191 -0.02698 -0.93499  0.0104
C27 1.32649 0.26811 -1.90168  -0.0223
N5 -0.00970 0.50372 -1.81380  0.0592
C28 -0.53064 0.68131 -3.09630  0.0034
O4 -1.67301 0.80733 -3.45514  -0.0005
C29 0.65477 0.63383 -4.07456  -0.0050
C30 0.69360 0.77224 -5.44240  -0.0004
C31 1.93104 0.60763 -6.07323  0.0003
C32 3.07145 0.30683 -5.33709  -0.0003
C33 3.00932 0.17773 -3.94530  -0.0019
C34 1.78078 0.35883 -3.35056  0.0090
H23 -0.20756 0.99740 -6.00001  0.0001
H24 2.00375 0.70616 -7.15007  0.0002
H25 4.01539 0.16870 -5.85091  0.0001
H26 3.88249 -0.05434 -3.34827  0.0006

Atomic forces in eV per Å
1.359 0.592 -0.157
0.042 -0.091 0.013
-0.051 0.072 0.076
-0.254 -0.105 -0.053
0.068 0.672 -0.023
-0.027 -0.573 -0.214
0.149 -0.046 0.394
0.018 -0.064 -0.098
0.151 -0.039 0.143
-0.224 0.289 0.000
0.180 -0.175 -0.261
0.070 0.282 0.176
-0.041 -0.012 -0.003
0.027 0.073 -0.046
-0.014 -0.004 -0.003
0.025 0.032 -0.012
-0.025 0.014 0.023
-0.020 -0.020 -0.054
0.126 -0.030 -0.140
0.228 0.052 0.096
-0.556 0.657 2.115
-1.864 -0.851 -1.068
0.034 0.039 -0.065
0.157 -0.697 -0.264
0.051 0.210 -0.123
0.054 0.043 -0.144
-0.046 0.198 0.223
0.032 -0.149 -0.082
0.034 -0.085 0.089
-0.007 -0.004 -0.166
0.088 0.142 -0.149
-0.255 0.300 -0.016
0.021 0.162 0.044
-0.233 0.246 0.249
0.145 0.206 0.053
-0.128 0.092 -0.185
0.053 -0.011 0.096
-0.188 -0.009 0.090
0.035 -0.002 -0.073
0.031 -0.111 0.108
-0.042 -0.012 -0.012
-0.027 -0.006 -0.035
-0.003 -0.055 0.013
0.018 -0.085 -0.032
-0.005 0.026 -0.027
-0.005 -0.085 0.041
-0.007 -0.044 -0.022
-0.015 0.005 0.028
-0.041 0.015 -0.029
0.074 0.017 0.001
0.145 0.167 0.063
-0.161 -0.003 -0.222
-0.196 -0.113 -0.032
0.152 0.007 -0.115
0.359 -0.167 0.794
-0.238 -0.344 -0.577
0.102 -0.180 0.124
0.015 -0.023 -0.017
0.002 0.036 0.012
-0.046 0.029 0.006
0.036 0.002 0.003
-0.010 -0.014 0.009
-0.069 0.013 -0.014
-0.011 0.135 -0.010
0.294 -0.024 0.160
-0.153 0.135 -0.839
0.472 -0.265 -0.786
0.739 -0.181 -0.074
-0.109 -0.339 0.079
-0.774 0.128 0.161
0.104 0.015 -0.254
-0.247 0.035 0.057
0.046 -0.031 0.282
0.123 0.024 -0.202
0.206 -0.129 0.887
0.011 -0.019 0.000
-0.005 0.006 0.000
0.012 0.013 0.011
0.012 0.017 -0.023